(1)
{"formula": "C2H13NO3", "method": "ωB97M-V/def2-TZVPD", "symbols": ["C", "C", "N", "H", "H", "H", "H", "H", "H", "H", "O", "H", "H", "O", "H", "H", "O", "H", "H"], "coordinates": [[1.080, 1.975, 2.040], [0.428, 0.629, 1.709], [-0.311, 0.855, 0.460], [0.286, 2.713, 2.181], [1.650, 2.067, 2.965], [1.747, 2.257, 1.228], [1.208, -0.111, 1.535], [-0.237, 0.317, 2.516], [-0.715, 0.012, 0.062], [-1.026, 1.567, 0.538], [-2.124, -1.863, -0.847], [-2.245, -2.718, -1.271], [-2.706, -1.224, -1.265], [1.045, 0.093, -1.969], [0.309, 0.703, -2.109], [1.153, 0.260, -1.020], [-0.028, -2.458, -2.607], [-0.129, -1.947, -1.796], [0.617, -3.126, -2.350]], "forces_ev_per_a": [[-0.171, 0.113, 0.418], [-0.082, 1.017, -0.078], [0.199, -0.427, -0.383], [0.053, 0.148, -0.405], [0.057, -0.643, 0.065], [-0.145, 0.217, -0.112], [-0.170, -0.218, 0.034], [0.182, -0.234, 0.172], [-0.130, 0.064, 0.358], [0.064, -0.109, 0.199], [0.114, 0.213, 0.627], [-0.038, 0.232, -0.263], [-0.129, -0.256, -0.221], [-0.133, 0.360, 0.446], [0.087, -0.101, -0.409], [0.220, -0.017, -0.107], [0.052, -0.706, 0.164], [-0.064, 0.340, -0.230], [0.034, 0.008, -0.276]], "nbo_charge": [-0.614, -0.215, -0.885, 0.196, 0.212, 0.213, 0.187, 0.171, 0.380, 0.363, -0.965, 0.492, 0.477, -0.943, 0.464, 0.474, -0.948, 0.485, 0.459], "homo_lumo_gap_ev": 10.22, "spin_multiplicity": 1, "smiles": "CCN.O.O.O"}



(2)
{"formula": "C2H13NO3", "method": "ωB97M-V/def2-TZVPD", "symbols": ["C", "C", "N", "H", "H", "H", "H", "H", "H", "H", "H", "H", "O", "H", "H", "O", "H", "H", "O"], "coordinates": [[-0.256, 1.752, -1.063], [-0.797, 0.505, -0.349], [0.293, -0.155, 0.362], [0.067, 2.418, -0.265], [0.546, 1.418, -1.718], [-1.062, 2.308, -1.536], [-1.672, 0.767, 0.247], [-1.162, -0.272, -1.055], [0.934, -0.616, -0.304], [-0.049, -0.974, 0.890], [-3.284, 2.129, 1.687], [-4.243, 2.362, 2.827], [-3.836, 1.660, 2.322], [-0.616, -1.157, -2.842], [-1.084, -0.565, -4.014], [-0.246, -0.914, -3.690], [6.145, -3.450, 2.432], [4.869, -3.981, 3.014], [5.454, -3.235, 3.054]], "forces_ev_per_a": [[-0.391, -0.549, 0.531], [0.529, 1.799, 0.424], [-2.445, -2.944, -1.968], [0.489, 0.002, -0.110], [-0.023, 0.658, -0.265], [0.083, -0.350, -0.517], [0.305, -0.453, 0.562], [0.287, -0.158, -0.046], [0.967, 1.206, 0.295], [0.249, 0.819, 1.196], [-0.152, 0.099, 0.085], [-0.258, 0.216, 0.303], [0.434, -0.255, -0.415], [0.514, -0.795, 0.593], [0.168, 0.303, -1.137], [-0.741, 0.409, 0.483], [0.407, -0.023, -0.222], [-0.459, -0.598, 0.091], [0.038, 0.614, 0.117]], "mulliken_spin": [0.029, 0.032, 0.811, 0.001, 0.002, -0.003, 0.030, 0.111, -0.007, -0.007, 0.000, 0.000, 0.000, 0.000, -0.001, 0.003, 0.000, 0.000, 0.000], "homo_lumo_gap_ev": [9.65, 4.07], "charge": 1, "spin_multiplicity": 2}



(3)
{"formula": "C2H13NO3S2", "method": "ωB97M-V/def2-TZVPD", "symbols": ["N", "C", "C", "S", "S", "H", "H", "H", "H", "H", "H", "H", "H", "H", "O", "H", "H", "O", "H", "H", "O"], "coordinates": [[1.019, 0.547, -1.931], [-0.081, 0.812, -0.989], [0.345, 0.566, 0.474], [-0.908, 1.312, 1.515], [0.508, -2.835, -1.464], [1.028, -0.496, -2.049], [0.974, 0.974, -2.864], [-0.430, 1.862, -1.082], [-0.894, -0.064, -1.200], [0.380, -0.579, 0.599], [1.367, 1.057, 0.525], [0.586, -4.181, -1.595], [-1.983, 4.828, -0.570], [-1.198, 3.551, -0.091], [-1.112, 4.323, -0.677], [0.798, -3.063, 0.561], [1.873, -2.352, 1.483], [0.951, -2.558, 1.465], [-1.436, -0.537, 2.683], [-0.653, -1.725, 2.219], [-1.136, -1.443, 2.986]], "forces_ev_per_a": [[-0.844, -1.288, 0.754], [-1.535, -1.755, -3.030], [0.984, -0.376, 1.261], [1.407, -0.616, -0.846], [-0.100, -0.054, -0.370], [0.589, 1.119, -0.002], [-0.272, 0.157, 0.838], [-0.149, -0.883, -0.455], [1.149, 2.541, 0.594], [0.113, 1.462, 0.026], [-1.204, -0.658, 0.559], [-0.082, 0.329, -0.036], [1.897, -1.165, -0.191], [-0.075, 0.560, -0.134], [-1.843, 0.663, 0.400], [0.574, 1.406, 2.039], [0.952, 0.093, -0.065], [-1.413, -1.368, -1.612], [0.015, -1.447, 0.726], [0.856, -0.849, -0.533], [-1.020, 2.130, 0.077]], "nbo_charge": [-0.773, -0.216, -0.634, 0.206, -0.491, 0.389, 0.392, 0.214, 0.225, 0.301, 0.247, 0.143, 0.479, 0.460, -0.938, 0.472, 0.479, -0.975, 0.442, 0.484, -0.905], "homo_lumo_gap_ev": 3.14, "spin_multiplicity": 1}



(4)
{"formula": "C2H13NO4", "method": "ωB97M-V/def2-TZVPD", "symbols": ["C", "C", "N", "H", "H", "H", "H", "H", "H", "H", "O", "H", "H", "O", "H", "H", "O", "H", "H", "O"], "coordinates": [[-0.321, -3.174, -0.756], [-0.244, -1.982, -1.351], [-0.067, -0.792, -0.588], [-0.391, -3.253, 0.317], [-0.296, -4.037, -1.410], [-0.512, -1.836, -2.393], [-0.222, 0.039, -1.153], [0.935, -0.730, -0.410], [1.082, -0.966, 1.603], [2.487, -1.500, 1.224], [2.030, -0.794, 1.699], [-2.982, 2.171, -1.719], [-2.101, 1.962, -0.525], [-2.112, 1.822, -1.497], [-0.317, 2.322, 1.086], [-1.596, 2.448, 2.003], [-1.268, 2.140, 1.144], [1.863, 2.813, 1.135], [1.999, 1.269, 1.059], [2.032, 2.079, 0.532]], "forces_ev_per_a": [[0.267, 0.225, -0.930], [-1.002, 0.549, 0.813], [0.849, -0.172, -0.730], [0.380, -0.152, 0.096], [-0.376, -0.237, 0.324], [0.495, -0.273, -0.203], [-0.527, 0.054, 0.120], [-0.182, 0.099, 0.433], [-0.002, 0.026, 0.013], [-0.115, -0.007, 0.031], [0.082, 0.050, 0.076], [0.084, -0.059, -0.285], [0.621, -0.134, -0.014], [-0.521, 0.131, 0.255], [0.139, 0.151, 0.298], [0.339, 0.102, 0.089], [-0.574, -0.288, -0.386], [-0.053, 0.033, 0.296], [0.018, -0.022, 0.280], [0.078, -0.074, -0.576]], "mulliken_spin": [0.028, 0.073, 0.370, -0.066, -0.006, -0.021, -0.044, -0.110, -0.006, -0.048, 0.086, -0.138, 0.002, 0.359, 0.015, -0.167, 0.394, -0.179, -0.001, 0.458], "homo_lumo_gap_ev": [2.68, 9.35], "charge": -1, "spin_multiplicity": 2}



(5)
{"formula": "C2H13NO4", "method": "ωB97M-V/def2-TZVPD", "symbols": ["C", "N", "C", "O", "H", "H", "H", "H", "H", "H", "H", "O", "H", "H", "O", "H", "H", "O", "H", "H"], "coordinates": [[0.629, 0.480, -2.131], [-0.675, 0.220, -1.539], [-0.842, -0.620, -0.389], [-0.235, -1.887, -0.559], [1.198, 1.000, -1.343], [0.517, 1.041, -3.044], [1.231, -0.436, -2.235], [-1.440, 0.223, -2.190], [-0.471, -0.201, 0.544], [-1.910, -0.804, -0.359], [-0.586, -2.406, -1.277], [1.278, 0.924, 2.125], [0.532, 1.321, 1.627], [0.926, 0.107, 2.527], [0.846, -1.760, 2.447], [0.303, -2.099, 1.712], [1.277, -2.513, 2.839], [-1.113, 2.328, 0.675], [-0.491, 3.043, 0.819], [-0.975, 2.039, -0.248]], "forces_ev_per_a": [[0.479, -0.773, 2.000], [-0.340, 1.007, -0.013], [-0.726, -0.605, -1.781], [1.278, -0.450, 1.300], [0.071, 0.487, -0.596], [0.187, 0.155, -0.150], [-0.338, 0.057, -0.629], [0.006, -0.332, 0.021], [0.193, -0.033, -0.204], [-0.382, 0.380, 0.607], [-0.478, 0.142, -0.399], [-0.692, 0.360, -0.299], [0.460, -0.359, 0.592], [0.290, 0.307, -0.327], [-0.718, 0.026, -0.436], [0.433, 0.065, 0.217], [0.191, -0.404, 0.166], [0.119, -0.281, -0.351], [0.050, 0.287, -0.010], [-0.085, -0.037, 0.293]], "nbo_charge": [-0.424, -0.684, 0.085, -0.761, 0.196, 0.207, 0.190, 0.374, 0.186, 0.163, 0.474, -0.979, 0.469, 0.493, -0.965, 0.494, 0.480, -0.961, 0.472, 0.490], "homo_lumo_gap_ev": 9.79, "spin_multiplicity": 1, "smiles": "CNCO.O.O.O"}



(6)
{"formula": "C2H13NO4", "method": "ωB97M-V/def2-TZVPD", "symbols": ["C", "C", "N", "H", "H", "H", "H", "H", "O", "H", "H", "O", "H", "H", "O", "H", "H", "O", "H", "H"], "coordinates": [[-0.604, -1.074, -1.425], [0.380, -0.830, -2.304], [0.299, 0.205, -3.263], [-1.526, -0.602, -1.480], [-0.341, -1.698, -0.532], [1.195, -1.475, -2.160], [-0.602, 0.363, -3.654], [0.924, 0.223, -4.016], [1.161, -1.367, 2.659], [1.232, -1.597, 3.595], [0.907, -2.119, 2.111], [-2.638, 1.307, 2.579], [-3.180, 1.780, 1.979], [-2.184, 0.616, 2.157], [-0.813, 0.781, 0.215], [-1.145, 1.218, -0.609], [-0.060, 1.305, 0.421], [2.208, 1.349, 1.259], [2.135, 0.698, 1.948], [2.651, 0.916, 0.521]], "forces_ev_per_a": [[2.501, -1.641, 0.053], [-2.380, 0.465, 0.569], [-0.009, -0.369, 0.914], [-1.552, 0.630, 0.066], [-0.697, 0.434, -1.211], [1.714, -0.022, -0.481], [-0.861, 0.003, 0.150], [1.313, -0.355, -0.835], [0.215, 0.535, -0.063], [-0.200, -0.414, -0.535], [0.048, -0.012, 0.609], [-0.359, 0.851, 2.546], [-0.493, 0.331, -1.108], [0.870, -1.105, -1.402], [-1.636, 0.743, -0.986], [0.376, -0.647, 1.101], [1.358, 0.645, 0.697], [-0.004, 0.690, -0.629], [-0.153, -0.697, 0.391], [-0.053, -0.068, 0.153]], "nbo_charge": [-0.436, -0.049, -0.832, 0.172, 0.201, 0.192, 0.367, 0.370, -0.966, 0.483, 0.484, -0.951, 0.466, 0.485, -0.944, 0.465, 0.491, -0.958, 0.489, 0.470], "homo_lumo_gap_ev": 8.60, "spin_multiplicity": 1, "smiles": "C=CN.O.O.O.O"}